Record 1
A molecular structure, C37H33BF6O3S in a non-equilibrium geometry, computed with the ωB97M-V functional and the def2-TZVPD basis.

Geometry (Å):
C: -1.908 -4.354 3.203
H: 2.790 -4.950 -2.695
C: 4.498 -0.165 4.349
C: -1.764 0.443 -2.621
C: 2.855 -5.323 -0.582
C: -3.949 -0.967 2.055
C: 0.765 -0.035 3.471
H: -2.448 -3.417 3.389
H: 0.007 -6.587 4.119
H: -1.926 -3.091 5.566
H: 1.597 -0.015 -0.755
C: -0.598 0.904 -3.230
C: -3.093 0.953 3.310
C: -8.830 1.004 1.212
C: -4.139 0.098 2.955
C: -7.708 0.707 3.340
S: 2.752 0.326 2.049
C: 0.617 0.711 -2.565
C: -6.422 0.624 1.259
H: 5.245 -0.697 3.743
C: 0.670 0.200 -1.284
H: 0.442 1.144 1.460
H: -0.279 -2.877 4.885
F: 3.624 -7.461 -1.310
H: -1.170 1.632 2.695
H: -5.467 0.533 0.737
O: -5.384 0.465 3.474
C: 1.247 -3.908 -1.623
H: -2.152 -6.697 4.513
B: 0.231 -4.584 1.991
H: 1.549 1.013 -3.025
H: -0.513 -3.884 6.351
H: -9.749 1.180 0.636
H: -2.672 -0.474 -0.937
C: -1.937 0.877 2.570
H: 4.589 -0.594 5.361
C: 1.089 -4.345 0.733
H: 0.843 -5.370 5.123
C: -1.701 -0.122 1.617
H: -4.795 -1.646 1.863
H: 4.890 0.862 4.463
C: -8.866 0.952 2.614
H: -2.655 -5.113 2.929
H: -1.540 -6.216 6.104
F: -0.564 -2.831 -2.729
O: -1.088 -4.178 2.035
C: -1.181 -4.794 4.513
H: -0.609 1.383 -4.213
C: 2.308 -5.037 0.663
H: -2.586 -1.973 0.761
F: 0.701 -4.130 -3.928
C: -0.524 0.012 -0.550
H: 1.745 -0.732 5.315
C: 0.710 -3.285 -2.869
O: 0.898 -5.057 3.087
C: 0.651 -3.635 -0.392
C: -0.959 -3.573 5.397
C: 2.357 -4.728 -1.737
H: 2.755 -5.431 1.565
C: -6.500 0.566 2.657
H: -0.247 -0.050 3.954
F: 4.406 -6.715 0.604
C: -2.038 -5.849 5.201
H: -7.699 0.644 4.417
H: -3.188 1.715 4.070
C: 3.136 -0.145 3.708
C: -2.712 -1.111 1.426
C: 0.982 0.363 2.139
C: -7.614 0.828 0.540
C: -1.739 -0.071 -1.332
H: -2.694 0.555 -3.180
F: 5.089 -5.817 -1.274
F: 1.463 -2.208 -3.250
H: -0.167 -2.928 -0.340
H: -7.571 0.845 -0.554
H: -3.028 -5.461 5.447
C: 1.899 -0.382 4.287
H: -9.807 1.095 3.139
C: 0.196 -5.499 4.245
C: 3.986 -6.320 -0.641
C: -0.466 0.029 0.880

Force components x, y, z for each atom (eV/Å):
0.16 -0.61 -0.09
0.05 -0.06 -0.27
0.86 0.42 -0.35
0.53 0.11 -0.23
0.61 0.23 0.42
-0.23 0.56 0.74
-1.26 -0.06 1.10
0.21 -0.10 -0.17
0.19 0.51 0.07
0.24 0.14 0.17
0.05 0.38 -0.25
0.42 0.09 0.05
-0.22 -0.37 -0.49
0.08 -0.03 -0.14
-0.47 0.41 -0.24
0.10 0.06 -0.62
1.14 0.17 -0.93
0.07 0.13 -0.25
-0.63 0.13 0.10
-0.30 0.11 -0.03
-0.54 0.12 0.28
-1.06 0.31 -0.26
-0.18 0.00 0.22
0.34 1.00 0.49
-0.17 0.06 0.16
-0.38 0.04 0.22
0.07 -0.77 -0.01
0.16 0.46 0.11
-0.14 0.09 0.23
-0.58 1.51 1.35
0.01 -0.14 -0.22
-0.12 0.23 -0.13
0.47 -0.09 0.35
0.39 0.40 0.16
-0.18 -0.29 0.10
-0.81 -0.03 -0.46
0.52 0.41 -0.41
-0.09 0.03 -0.31
-0.09 0.67 1.22
0.59 0.35 -0.02
-0.27 -0.29 -0.21
0.02 -0.08 -0.38
0.14 0.15 0.08
-0.19 0.08 0.00
0.77 -0.34 0.03
0.52 -0.30 0.18
0.68 -0.22 -0.63
-0.07 -0.26 0.37
-0.74 -0.36 -0.66
0.24 0.46 0.21
0.11 0.14 0.49
1.23 0.33 -0.77
0.20 0.27 -0.44
-0.45 1.17 -0.83
-0.19 -0.22 0.31
0.13 -0.88 -0.26
0.06 -0.11 -0.12
-0.26 -0.61 0.58
-0.21 -0.24 -0.07
0.60 0.07 -0.21
1.08 -0.28 -0.78
-0.38 0.31 -1.11
0.03 -0.08 -0.10
-0.05 0.05 0.09
-0.41 0.09 -0.08
-2.15 -0.14 -0.49
0.53 0.17 0.00
0.83 -2.21 1.04
0.13 -0.06 0.35
0.11 0.43 0.60
0.07 -0.38 0.31
-0.77 -0.44 0.30
-0.35 -0.67 0.15
-0.22 -0.27 0.04
-0.07 0.07 0.46
0.01 -0.04 0.13
-0.51 0.68 -0.37
0.15 -0.05 -0.11
-0.84 -0.36 -0.33
0.78 -0.40 0.02
-0.09 -1.73 0.51

**2S+1**: 1
**Relative energy (zero: lowest compared OMol25 entry of this formula, charge and spin)**: 48.4 kcal/mol
**Gap between HOMO and LUMO**: 5.36 eV
**E_tot**: -2677.59293 a.u.

***

Record 2
A single C14H20N2 molecule, computed with the ωB97M-V functional and the def2-TZVPD basis.

Geometry (Å):
H: 5.022 1.542 -0.878
H: 5.034 1.524 0.890
H: -2.348 -2.450 -0.011
H: 2.280 1.633 0.002
H: 0.102 1.781 0.898
H: -0.087 -0.384 -2.146
H: -2.011 1.239 2.150
C: -2.602 -1.387 -0.007
C: 0.088 -0.190 0.001
H: 5.831 0.225 -0.013
H: -0.231 -1.919 1.256
N: 3.658 -1.212 0.000
H: -2.088 2.496 0.010
H: 2.011 -2.537 0.000
N: 2.491 0.649 0.001
C: 2.332 -1.515 0.000
C: -2.404 0.760 1.250
C: -0.508 -0.864 1.247
H: -3.691 -1.303 -0.008
C: -0.303 1.292 0.007
C: -2.027 -0.711 -1.250
C: -2.029 -0.721 1.243
C: 4.979 0.897 0.000
H: -2.006 1.257 -2.140
H: -2.439 -1.206 2.136
C: 1.576 -0.374 0.001
H: 0.103 1.789 -0.879
H: -3.491 0.870 1.260
H: -2.435 -1.188 -2.148
C: 3.734 0.090 0.000
C: -0.506 -0.853 -1.252
H: -0.228 -1.908 -1.270
C: -2.401 0.770 -1.245
H: -3.488 0.881 -1.257
C: -1.826 1.431 0.006
H: -0.091 -0.403 2.146

Force components x, y, z for each atom (eV/Å):
0.09 0.06 -0.03
0.09 0.06 0.03
-0.03 -0.08 0.00
0.02 -0.07 0.00
0.07 0.04 0.03
0.07 -0.01 -0.03
-0.02 0.04 0.06
0.02 0.04 0.00
0.32 -0.02 0.00
0.04 -0.01 0.00
0.06 -0.05 0.02
0.69 0.04 0.00
0.03 -0.08 0.00
-0.20 -0.20 0.00
0.04 0.02 0.00
-0.43 0.26 0.00
0.04 -0.03 -0.02
-0.20 0.07 -0.02
-0.06 -0.04 0.00
-0.14 -0.07 0.00
-0.13 -0.14 -0.24
-0.13 -0.14 0.24
-0.06 0.06 0.00
-0.02 0.04 -0.06
0.03 0.03 -0.05
-0.22 -0.33 0.00
0.07 0.04 -0.03
-0.05 0.03 0.03
0.03 0.03 0.05
0.13 0.08 0.00
-0.21 0.07 0.02
0.06 -0.05 -0.02
0.04 -0.03 0.02
-0.05 0.03 -0.03
-0.09 0.32 0.00
0.07 -0.01 0.03

**2S+1**: 1
**SMILES**: Cc1ncc([C@]23C[C@H]4C[C@H](C[C@H](C4)C2)C3)[nH]1
**Relative energy (zero: lowest compared OMol25 entry of this formula, charge and spin)**: 0.0 kcal/mol
**Gap between HOMO and LUMO**: 8.66 eV
**E_tot**: -655.03401 a.u.

***

Record 3
A molecular structure, C27H22Cl3FN6O5Sn in a non-equilibrium geometry, computed with the ωB97M-V functional and the def2-TZVPD basis.

Geometry (Å):
C: 0.251 -0.997 5.672
H: -0.155 -5.507 -4.205
C: -2.119 -1.524 -2.370
O: 2.617 1.945 -3.435
C: -3.416 5.595 -1.667
N: -0.538 2.266 3.006
C: 1.783 -0.745 -3.512
H: 1.181 -2.774 6.483
H: 0.128 -4.348 -5.495
H: -2.306 1.810 4.021
Sn: -0.433 2.773 -1.095
C: -0.228 0.037 -2.460
N: -1.329 -0.480 4.296
C: 0.639 2.994 2.918
C: -2.635 -2.739 -2.681
C: 1.070 0.272 -2.886
H: 4.196 -3.750 -4.077
C: 0.228 0.391 5.655
H: -2.169 0.901 0.394
C: -1.250 1.910 4.254
C: 0.231 -4.512 -4.418
O: -1.390 4.530 -2.492
H: 3.686 -2.713 -2.747
H: 2.807 -1.435 7.798
H: 2.299 -5.104 -4.557
C: 2.067 -0.942 7.182
H: -1.112 2.714 4.974
H: 2.184 -2.831 -5.402
Cl: -3.068 6.814 -2.848
N: -0.727 -1.470 4.812
C: -0.953 1.946 1.782
O: -2.151 3.839 -0.521
C: 1.689 -4.384 -4.014
Cl: -3.685 6.285 -0.081
F: -3.891 -3.010 -2.342
C: -0.782 -1.251 -2.722
N: -0.073 2.438 0.898
N: 1.308 -1.952 -3.714
C: 1.179 -1.694 6.453
H: 1.757 3.594 1.126
C: 2.035 0.469 7.157
H: -2.156 0.211 2.028
C: -0.014 -2.238 -3.367
H: 1.104 2.249 6.395
C: 1.120 1.167 6.400
H: 4.186 -2.015 -4.303
C: 1.745 1.572 -2.726
H: -3.074 1.688 1.693
Cl: -4.734 4.541 -2.171
H: 2.753 1.018 7.751
C: -1.891 -3.723 -3.338
H: 1.164 3.340 3.791
C: 0.926 3.108 1.608
H: 2.789 -0.542 -3.848
N: -0.791 0.680 4.786
O: -0.994 0.932 -1.870
C: -0.588 -3.482 -3.691
C: -2.158 1.141 1.459
C: 2.221 -2.997 -4.323
H: 1.804 -4.590 -2.945
H: -2.719 -0.784 -1.864
O: 1.286 2.285 -1.645
C: -2.199 4.593 -1.564
H: -2.358 -4.673 -3.568
C: 3.653 -2.839 -3.831

Force components x, y, z for each atom (eV/Å):
0.05 -0.20 -0.05
0.01 -0.01 0.00
0.31 0.31 0.06
0.28 0.29 0.20
0.96 -0.79 0.24
-0.06 0.24 0.07
0.10 0.22 0.00
0.02 0.00 -0.04
0.00 -0.05 -0.02
-0.01 0.07 -0.02
-2.22 -0.96 -0.72
0.18 0.26 0.11
0.09 0.00 0.00
-0.10 -0.12 0.08
-0.16 -0.25 0.05
-0.13 -0.17 0.07
0.02 0.02 -0.02
0.02 0.13 -0.05
-0.02 -0.03 0.05
0.12 -0.21 0.06
-0.05 0.11 0.03
1.20 -1.46 0.96
0.00 -0.04 0.00
0.00 0.01 0.01
0.03 0.01 0.02
-0.01 0.06 0.04
0.06 0.05 -0.07
-0.09 0.01 0.00
-0.08 0.24 -0.15
0.01 0.11 0.05
-0.05 -0.08 0.01
1.08 -0.59 -0.65
-0.12 0.03 0.05
-0.16 0.15 0.13
-0.05 -0.09 -0.05
-0.49 -0.06 0.06
0.15 0.26 0.37
-0.07 -0.17 0.01
-0.05 -0.02 0.02
0.01 -0.05 -0.03
0.02 -0.05 -0.02
0.02 0.01 0.02
0.15 0.09 -0.07
-0.02 0.00 0.03
-0.01 -0.01 -0.04
0.00 0.01 0.01
-0.25 0.00 -0.27
0.01 0.02 0.01
-0.26 -0.03 -0.04
-0.01 0.00 0.01
0.01 0.06 -0.01
-0.01 0.02 0.00
0.03 -0.04 0.00
0.03 0.01 0.05
-0.10 -0.06 0.05
-0.64 0.80 0.51
0.04 -0.26 -0.07
-0.05 0.09 -0.14
0.03 -0.08 -0.09
0.03 -0.02 -0.01
-0.01 0.01 -0.06
2.02 0.69 -0.45
-1.75 1.44 -0.35
-0.01 0.01 0.01
-0.02 0.06 0.02

**2S+1**: 1
**Relative energy (zero: lowest compared OMol25 entry of this formula, charge and spin)**: 0.0 kcal/mol
**Total charge**: +2
**Gap between HOMO and LUMO**: 5.81 eV
**E_tot**: -3441.09883 a.u.